The following is a DFT calculation (ωB97M-V/def2-TZVPD) of C19H27CdNO as an isolated structure in a non-equilibrium geometry.

Computed properties:
- Orbital gap (alpha / beta): 5.383 / 3.930 eV
- Total charge: -2
- Maximum force: 4.73 eV/Å

Last column: natural (NBO) charge in e.
Cartesian coordinates (Å):
C1 -1.022 0.921 -4.582  -0.3453
C2 0.326 0.566 -4.673  -0.3299
C3 1.063 1.195 -3.623  -0.3386
C4 0.156 1.996 -2.885  -0.4046
C5 -1.194 1.803 -3.438  -0.5185
Cd1 -1.197 0.277 -1.640  0.8548
N1 -1.020 -2.151 -1.577  -1.2012
C6 -0.316 -3.235 -2.283  -0.3543
C7 0.870 -2.780 -2.925  -0.2928
H1 2.155 1.225 -3.555  0.1966
H2 0.766 -0.003 -5.528  0.1842
H3 0.375 2.792 -2.181  0.2130
H4 -2.027 2.512 -3.322  0.2171
H5 -1.860 0.644 -5.257  0.1888
H6 0.760 -2.454 -3.917  0.1604
H7 -1.119 -3.539 -2.928  0.1664
H8 -2.013 -2.490 -1.080  0.3007
H9 1.779 -2.649 -2.421  0.1606
H10 -0.230 -3.909 -1.409  0.1641
C8 -1.685 3.471 1.645  -0.6072
C9 -0.296 2.861 1.356  -0.2437
C10 0.852 3.852 1.596  -0.5986
C11 0.028 1.558 2.061  -0.1356
C12 -0.213 1.428 3.405  -0.2253
C13 -0.070 0.249 4.144  -0.3501
C14 0.196 -0.917 3.430  -0.2344
C15 0.398 -0.905 2.056  -0.0614
C16 0.610 -2.183 1.309  -0.2996
C17 1.924 -2.829 1.660  -0.5960
C18 -0.553 -3.187 1.551  -0.6028
C19 0.503 0.340 1.312  0.3981
O1 0.759 0.307 0.057  -0.8222
H11 -1.770 3.752 2.689  0.1777
H12 -2.472 2.743 1.421  0.2242
H13 -1.808 4.372 1.034  0.1853
H14 -0.282 2.561 0.303  0.2313
H15 0.875 4.107 2.653  0.1820
H16 1.793 3.352 1.329  0.2190
H17 0.696 4.755 0.999  0.1787
H18 -0.520 2.356 3.864  0.1682
H19 -0.243 0.234 5.252  0.1729
H20 0.233 -1.909 3.863  0.1743
H21 0.518 -1.897 0.243  0.2933
H22 1.925 -3.144 2.688  0.1739
H23 2.009 -3.686 1.022  0.1866
H24 2.719 -2.118 1.519  0.2068
H25 -1.458 -2.834 1.032  0.2310
H26 -0.199 -4.119 1.109  0.1795
H27 -0.723 -3.289 2.625  0.1725



The following is a DFT calculation (ωB97M-V/def2-TZVPD) of C19H27F3N4PdS2Si as an isolated structure in a non-equilibrium geometry.

Computed properties:
- Orbital gap (alpha / beta): 6.383 / 7.274 eV
- Maximum force: 3.38 eV/Å
- Spin multiplicity: 3
- Relative energy (zero: lowest compared OMol25 entry of this formula, charge and spin): 17.1 kcal per mole

Last column: natural (NBO) charge in e.
Cartesian coordinates (Å):
Pd1 0.868 0.762 -0.088  0.3622
C1 -0.516 0.350 -4.449  -0.4306
N1 -0.830 0.631 -3.062  -0.5998
C2 -1.370 -0.224 -2.156  0.3701
N2 -1.654 -1.507 -2.452  -0.7844
S1 -1.671 0.433 -0.590  -0.3644
H1 -1.354 0.718 -5.048  0.2147
H2 -0.303 -0.719 -4.637  0.2063
H3 0.460 0.780 -4.604  0.2350
H4 -0.580 1.485 -2.528  0.4449
H5 -1.285 -1.880 -3.288  0.4086
H6 -1.856 -2.077 -1.635  0.4305
S2 1.717 1.366 2.172  -0.1936
C3 0.583 2.564 2.611  0.0823
N3 0.022 3.342 1.613  -0.5216
C4 -0.891 4.292 1.839  0.0765
C5 -1.356 4.622 3.097  -0.2933
C6 -0.775 3.865 4.160  -0.1239
C7 0.084 2.853 3.906  -0.2921
H7 0.293 3.141 0.603  0.4649
H8 -1.253 4.833 0.931  0.2285
H9 -2.129 5.401 3.127  0.2508
H10 -0.949 4.128 5.203  0.2367
H11 0.631 2.256 4.732  0.2496
C8 1.730 -2.426 1.342  -1.1321
Si1 1.922 -1.421 -0.245  1.1769
C9 3.796 -1.232 -0.469  -1.1078
C10 1.340 -2.578 -1.610  -0.4014
C11 1.471 -2.196 -2.942  -0.2322
C12 1.033 -3.087 -3.984  -0.2473
C13 0.516 -4.318 -3.631  -0.2434
C14 0.446 -4.734 -2.323  -0.2001
C15 0.840 -3.822 -1.310  -0.2376
H12 2.255 -3.363 1.407  0.2299
H13 0.659 -2.718 1.400  0.2200
H14 1.918 -1.855 2.242  0.2461
H15 4.018 -0.680 -1.335  0.2310
H16 4.269 -2.206 -0.482  0.2272
H17 4.287 -0.655 0.328  0.2415
H18 1.798 -1.226 -3.261  0.2118
H19 1.169 -2.891 -5.055  0.2174
H20 0.289 -5.026 -4.400  0.2127
H21 0.032 -5.731 -1.990  0.2194
H22 0.644 -4.114 -0.262  0.2167
F1 1.502 2.384 -2.595  -0.3752
C16 1.720 2.251 -1.272  0.6530
F2 1.223 3.529 -0.875  -0.4211
F3 3.075 2.406 -1.107  -0.3627
C17 -2.989 -0.571 3.791  -0.5753
C18 -2.859 0.945 3.354  -0.5393
C19 -3.781 1.821 3.954  0.2954
N4 -4.529 2.590 4.373  -0.3400
H23 -2.230 -1.095 3.312  0.2167
H24 -3.916 -1.003 3.419  0.2141
H25 -2.865 -0.714 4.862  0.2150
H26 -2.801 1.062 2.277  0.2604
H27 -1.867 1.259 3.632  0.2525



The following is a DFT calculation (ωB97M-V/def2-TZVPD) of one molecule with the formula C19H27FN2O4.

Computed properties:
- Orbital gap: 9.900 eV
- Maximum force: 0.72 eV/Å
- Structure (SMILES): CC[C@H](C)[C@@H](NC(=O)[C@@H](NC(=O)c1ccccc1F)C(C)C)C(=O)OC
- Relative energy (zero: lowest compared OMol25 entry of this formula, charge and spin): 0.5 kcal per mole

Last column: natural (NBO) charge in e.
Cartesian coordinates (Å):
C1 4.368 -1.895 1.925  -0.6191
H1 5.323 -1.556 2.321  0.2120
H2 4.236 -2.935 2.210  0.2018
C2 3.246 -1.027 2.485  -0.3935
H3 3.424 0.012 2.196  0.2014
H4 3.277 -1.068 3.576  0.2056
C3 1.832 -1.429 2.043  -0.1937
C4 1.447 -2.817 2.550  -0.6121
H5 1.590 -2.874 3.626  0.2113
H6 2.054 -3.584 2.076  0.2050
H7 0.404 -3.026 2.330  0.2196
H8 1.137 -0.698 2.476  0.2115
C5 1.648 -1.364 0.519  -0.1573
N1 0.245 -1.534 0.195  -0.6321
C6 -0.151 -1.439 -1.093  0.6981
O1 0.608 -1.517 -2.037  -0.6339
C7 -1.667 -1.185 -1.206  -0.1409
N2 -1.885 0.207 -0.858  -0.5919
C8 -1.928 0.640 0.412  0.6943
O2 -1.837 -0.114 1.374  -0.6602
C9 -2.089 2.110 0.603  -0.2352
C10 -2.724 2.970 -0.287  0.4812
C11 -2.851 4.323 -0.038  -0.3078
C12 -2.326 4.847 1.130  -0.1724
C13 -1.693 4.015 2.039  -0.2316
C14 -1.585 2.663 1.779  -0.1262
H9 -1.104 1.997 2.478  0.2379
H10 -1.287 4.421 2.952  0.2190
H11 -2.417 5.904 1.328  0.2189
H12 -3.359 4.945 -0.758  0.2308
F1 -3.262 2.492 -1.436  -0.3397
H13 -1.805 0.864 -1.616  0.4175
C15 -2.253 -1.521 -2.584  -0.2127
C16 -3.779 -1.532 -2.510  -0.6046
H14 -4.129 -2.267 -1.789  0.2076
H15 -4.200 -1.777 -3.482  0.2117
H16 -4.149 -0.553 -2.212  0.2085
C17 -1.780 -0.567 -3.681  -0.6274
H17 -2.059 -0.965 -4.653  0.2175
H18 -2.243 0.414 -3.582  0.1894
H19 -0.699 -0.467 -3.651  0.2446
H20 -1.896 -2.526 -2.831  0.2174
H21 -2.166 -1.790 -0.440  0.2313
H22 -0.426 -1.242 0.905  0.4376
C18 2.079 -0.009 -0.041  0.8154
O3 1.380 0.973 -0.025  -0.6195
O4 3.304 -0.046 -0.553  -0.5065
C19 3.785 1.155 -1.143  -0.2630
H23 3.266 1.338 -2.086  0.1957
H24 3.614 2.001 -0.474  0.1965
H25 4.847 1.006 -1.317  0.1958
H26 2.227 -2.144 0.016  0.2313
H27 4.407 -1.827 0.842  0.2150



The following is a DFT calculation (ωB97M-V/def2-TZVPD) of C19H27LuN2 as an isolated structure in a non-equilibrium geometry.

Computed properties:
- Orbital gap: 8.012 eV
- Total charge: +2
- Maximum force: 3.89 eV/Å
- Relative energy (zero: lowest compared OMol25 entry of this formula, charge and spin): 20.3 kcal per mole

Last column: natural (NBO) charge in e.
Cartesian coordinates (Å):
C1 -1.530 -1.570 1.201  -0.6542
H1 -0.965 -1.939 2.080  0.2689
H2 -2.590 -1.518 1.347  0.2853
H3 -1.293 -0.453 1.255  0.1411
C2 -1.267 -2.643 0.060  -0.4277
H4 -1.122 -2.243 -0.962  0.2021
H5 -0.339 -3.201 0.275  0.2318
C3 -2.329 -3.770 -0.084  -0.6097
H6 -2.040 -4.502 -0.854  0.2518
H7 -2.488 -4.387 0.807  0.2477
H8 -3.313 -3.420 -0.400  0.2319
C4 0.335 1.717 -1.655  -0.2377
C5 -0.391 0.718 -2.353  -0.1480
C6 -1.688 0.623 -1.746  -0.1736
C7 -1.737 1.529 -0.644  -0.1208
C8 -0.477 2.197 -0.574  -0.2101
C9 -0.101 3.294 0.360  -0.6346
C10 -2.942 1.818 0.184  -0.6432
C11 -2.816 -0.234 -2.209  -0.6433
C12 0.105 -0.049 -3.513  -0.6583
C13 1.674 2.221 -2.031  -0.6384
Lu1 0.062 -0.021 -0.233  2.1320
H9 -2.649 2.232 1.149  0.2331
H10 -3.598 2.548 -0.313  0.2685
H11 -3.524 0.909 0.365  0.2275
H12 -0.680 3.235 1.293  0.2381
H13 0.967 3.250 0.625  0.2179
H14 -0.296 4.278 -0.109  0.2723
H15 2.276 1.455 -2.524  0.2356
H16 1.593 3.077 -2.715  0.2765
H17 2.247 2.560 -1.168  0.2220
H18 -0.433 -0.987 -3.658  0.2371
H19 0.023 0.519 -4.445  0.2756
H20 1.156 -0.310 -3.395  0.2278
H21 -3.347 -0.693 -1.361  0.2230
H22 -3.569 0.334 -2.781  0.2713
H23 -2.464 -1.054 -2.851  0.2333
N1 5.420 -0.645 5.362  -0.1228
C14 4.616 -0.566 4.498  0.1956
C15 3.810 -0.509 3.297  -0.0205
C16 3.682 0.668 2.574  -0.1878
C17 2.726 0.753 1.577  0.0731
N2 1.860 -0.273 1.293  -0.6569
C18 2.220 -1.496 1.809  0.0677
C19 3.160 -1.638 2.804  -0.2000
H24 4.342 1.525 2.794  0.2796
H25 2.595 1.656 0.983  0.2224
H26 1.699 -2.356 1.378  0.2158
H27 3.418 -2.636 3.207  0.2811